Record 1
C8H16N3O3S | the ωB97M-V functional and the def2-TZVPD basis

```
31
Properties=species:S:1:pos:R:3:forces:R:3
H -1.3500 -0.0263 1.5857 2.7 1.2 1.1
C 0.2890 3.1520 1.3403 -1.5 -3.3 1.1
O -0.1634 1.1019 2.7278 -0.7 -1.9 -2.3
H 1.1999 2.5023 3.2042 -1.9 0.6 -0.1
O -2.5300 -1.1120 -1.1773 -1.4 -0.5 -0.6
H 1.6212 3.0536 -0.4063 0.4 -1.1 2.2
H -0.0599 -0.7149 -2.8910 0.3 -0.2 0.3
H -0.6681 2.8626 3.3938 0.4 1.0 0.0
N 1.0513 1.1173 0.1208 -0.1 -2.1 -0.8
H -0.3720 -3.3319 -3.2058 -1.4 -0.8 -1.3
H -1.4148 -1.5183 -2.2697 0.0 -0.1 -0.5
H 1.0489 -4.3975 -1.3643 0.3 0.0 0.1
H 0.9645 0.3572 0.8750 0.1 1.4 -1.3
C -0.2390 -1.1243 -0.8340 -0.9 -2.4 0.9
C 0.8070 0.6216 -1.1156 2.0 0.5 1.5
S 0.8169 -2.1980 0.0391 -0.8 0.0 -1.5
C 0.3863 -3.5489 -1.3254 -2.2 -0.1 3.2
H 0.5497 4.1638 1.4685 0.1 1.3 0.4
H -0.7469 3.0537 0.8827 1.5 0.2 -0.2
N -0.3480 -1.4938 -2.2783 -0.9 0.8 0.5
N -1.8223 -0.5070 0.9013 -5.3 -1.5 -0.1
H -0.6496 -3.8537 -0.8870 1.8 0.2 -0.8
C 0.2377 -2.7870 -2.5640 1.2 -0.5 0.1
C 1.4658 2.4471 0.5912 -1.4 1.8 -1.7
H 0.0104 0.7713 3.5827 0.2 -0.8 1.5
C 0.1176 2.4460 2.7649 2.9 2.5 0.0
H 1.1998 -2.7956 -3.0203 0.8 1.0 -0.6
H 2.3334 2.4062 1.3134 -0.6 -0.1 -1.3
O 0.7627 0.8060 -2.3094 0.1 1.6 0.8
H -2.8379 -0.5079 1.2001 1.5 -0.1 -0.8
C -1.6605 -0.9452 -0.3432 2.9 1.3 0.4
```
Forces are in eV/Å.

Orbital gap (alpha / beta) (eV): 6.11 / 7.17
HOMO (alpha / beta) (eV): -8.9 / -13.6
2S+1: 3
<S²>: 2.0080
E (eV): -29991.816
Charge: +1



Record 2
C8H16N4O2S | the ωB97M-V functional and the def2-TZVPD basis

```
31
Properties=species:S:1:pos:R:3:forces:R:3
H -2.6136 0.4895 -0.6455 0.1 -0.3 -0.1
H 0.7215 -2.9647 1.9479 -0.3 0.5 -0.4
C 1.1620 -2.1438 1.3605 0.5 0.8 -1.6
C -0.9429 -0.5661 1.1230 0.8 0.8 2.4
H -0.5625 2.8912 1.2731 1.0 -0.9 -0.8
N 1.0186 1.7881 0.2488 1.0 3.3 -1.4
H -2.1674 2.2191 -0.4579 -0.8 0.2 0.8
S 0.3729 2.4231 -1.2074 0.2 3.5 0.3
H 0.6609 0.2761 -2.5895 -0.6 -0.1 0.1
O 1.3079 2.6220 -2.2830 0.2 -2.5 0.6
H 1.9634 -2.6011 0.7177 -0.7 0.4 0.6
C -0.4468 -2.5153 -0.4626 -0.6 -1.5 0.4
H -0.9553 -3.2548 0.1884 0.6 0.1 -0.1
H -0.8226 -0.6701 -2.0509 0.7 0.3 -0.2
H -0.8044 -0.8249 2.2413 -0.2 1.1 -1.4
H -1.9440 -0.8346 0.9550 -1.3 -1.3 -0.5
H 2.1750 0.2545 0.9173 -0.6 -0.7 -0.2
H 2.3468 0.5690 -0.7733 1.3 1.3 -0.4
N -1.0763 0.8906 0.8453 -1.3 -0.2 1.4
H 0.2954 1.8279 2.2955 0.2 -0.8 -0.9
C 0.1329 -1.3898 0.3627 -0.3 0.1 -0.5
H -1.2910 -2.2423 -1.0984 0.4 0.2 -0.4
C -1.8315 1.1955 -0.4114 3.7 1.1 1.3
C -0.0183 1.9031 1.2292 -2.8 -1.1 0.4
C 1.6301 0.5242 0.0060 -0.3 -0.8 -0.9
C -0.0665 0.0864 -1.7853 0.6 -1.7 1.4
H 0.3848 -3.0231 -1.0130 -0.9 0.4 0.2
O -0.2300 3.6858 -0.9093 -1.1 -0.3 1.1
N 0.7365 -0.4438 -0.6243 0.5 -1.9 1.3
N -0.7871 1.2944 -1.4645 0.0 -0.2 -2.3
H 1.6517 -1.4660 2.0645 -0.1 0.0 -0.1
```
Forces are in eV/Å.

Orbital gap (eV): 9.33
HOMO (eV): -8.8
2S+1: 1
SMILES string: CC1(C)CN2CN3CN1CN(C2)S3(=O)=O
E (eV): -29443.002
Relative energy (zero: lowest compared OMol25 entry of this formula, charge and spin) (kJ/mol): 51.2



Record 3
C8H16NO | the ωB97M-V functional and the def2-TZVPD basis

```
26
Properties=species:S:1:pos:R:3:forces:R:3
C 0.7394 1.2791 0.2467 0.1 1.3 -1.9
C -1.5259 0.1513 -0.1322 0.2 2.9 0.9
H -3.1610 1.4235 0.6282 0.4 -2.6 0.5
H 3.3060 -0.0892 1.0770 1.5 0.0 -0.3
N 1.5660 0.0917 0.0181 -2.9 -0.1 -1.2
H 1.4077 -0.0835 -2.1354 -2.1 0.7 -1.1
H 0.6960 1.7028 -0.8679 -0.5 -0.5 2.8
H -1.0019 2.1873 0.8020 -0.7 -1.3 0.2
H -3.5967 -0.2553 -0.0783 -0.2 0.4 0.7
C -0.6571 1.1198 0.8403 1.4 -0.1 -1.8
H -1.4140 -3.1322 -0.8699 -1.3 1.0 -0.2
H -0.6025 0.7170 1.8170 -0.1 -0.2 1.2
H 2.5222 -1.7125 0.5053 0.4 1.4 0.3
C 2.4280 -0.6477 0.8648 -2.1 -1.2 4.0
H -0.1281 -3.1504 0.0365 2.2 -0.1 1.0
C -2.9043 0.2736 0.6044 -0.4 1.4 -3.6
H 0.9898 2.1772 0.8893 1.4 -1.1 -0.4
C -0.7973 -2.4255 -0.3092 -0.9 1.6 -0.2
C -0.9491 -1.1386 -0.1521 0.5 -2.0 -0.7
O -1.4195 0.8112 -1.3770 0.1 -1.0 -0.6
C 2.0567 0.0744 -1.3415 2.3 2.0 1.0
H -2.7830 -0.2743 1.4841 -0.4 -0.3 1.8
H 2.6933 -0.7218 -1.5212 1.5 -1.9 0.4
H -2.1599 1.3943 -1.5534 -0.4 0.0 0.2
H 2.7453 0.9639 -1.4302 -0.9 -0.5 -0.6
H 1.9500 -0.7362 1.9545 0.8 0.1 -2.2
```
Forces are in eV/Å.

Orbital gap (alpha / beta) (eV): 6.73 / 6.69
HOMO (alpha / beta) (eV): -12.5 / -12.5
2S+1: 1
E (eV): -12080.490
Relative energy (zero: lowest compared OMol25 entry of this formula, charge and spin) (kJ/mol): 617.3
Charge: +1



Record 4
C8H16NO2 | the ωB97M-V functional and the def2-TZVPD basis

```
27
Properties=species:S:1:pos:R:3:forces:R:3
H -4.4026 0.9834 -0.5350 0.1 0.0 0.0
H 0.4080 1.3828 -0.1852 -0.2 -0.1 0.0
C 1.4857 0.1864 1.3030 0.1 0.0 0.3
H 0.7774 -2.1689 -0.7190 -0.1 0.3 0.1
C -0.1977 -0.6280 -0.0864 -2.6 1.3 0.5
C 2.9616 -0.1057 1.0152 0.1 0.1 0.0
H 4.1380 0.2014 -0.8068 0.0 0.1 0.0
H 3.1388 -1.1809 0.9432 0.0 0.0 0.0
H -2.5543 -2.1640 0.6342 0.0 0.1 0.0
H 1.3550 1.1034 1.8714 0.0 0.0 0.0
H -2.9715 0.8784 -1.6014 0.1 0.0 0.1
H 1.0130 -0.6157 1.8743 0.0 0.1 0.1
H -3.3663 2.4140 -0.7802 0.0 -0.1 0.1
N -2.3044 -0.1559 0.8363 2.6 -0.1 0.4
C 3.2259 0.5576 -0.3325 0.1 -0.2 0.0
H 2.0536 -0.8415 -1.4719 0.0 0.0 -0.1
H 3.5963 0.2836 1.8090 0.0 -0.1 0.0
C -3.3793 1.3299 -0.6932 -0.4 -0.1 -0.7
H -3.1956 -1.2464 -0.7646 0.0 0.0 0.1
H -4.0356 -1.2149 0.7916 0.0 0.1 0.1
H 1.8371 0.8267 -2.0136 0.0 -0.1 0.0
O -2.5570 1.0416 0.4388 -0.1 0.5 0.4
O -0.0930 -1.8412 -0.3757 0.5 -1.1 -0.3
C -3.0455 -1.2467 0.3194 -0.7 -0.5 -0.9
C 0.8350 0.3826 -0.1198 0.4 -0.2 -0.3
C 1.9803 0.1990 -1.1356 0.0 0.2 0.0
H 3.2971 1.6389 -0.2153 0.0 0.1 0.0
```
Forces are in eV/Å.

Orbital gap (alpha / beta) (eV): 8.50 / 7.91
HOMO (alpha / beta) (eV): -12.8 / -12.6
2S+1: 1
E (eV): -14128.375
Relative energy (zero: lowest compared OMol25 entry of this formula, charge and spin) (kJ/mol): 504.8
Charge: +1



Record 5
C8H16NP | the ωB97M-V functional and the def2-TZVPD basis

```
26
Properties=species:S:1:pos:R:3:forces:R:3
H 0.5401 2.1297 -3.4060 0.2 0.8 0.5
H 2.2668 -1.4481 2.2725 2.1 0.4 1.1
H -0.4174 -0.3209 1.7557 -1.6 -0.3 0.3
C 1.2388 -1.6111 2.2823 -2.3 3.5 0.9
C -1.5354 0.9149 0.3765 0.0 1.2 -0.8
H -2.6282 1.3323 -1.8642 -1.3 0.2 0.2
C -0.6314 0.8762 -2.0513 1.2 0.5 1.0
H 2.0354 0.4146 0.1853 1.2 0.1 0.1
H -1.8401 2.1316 -3.2675 -0.3 0.5 -0.3
C -1.9587 1.2419 -2.6794 1.2 -1.2 0.1
H 1.0548 -2.8108 3.9299 -0.8 -0.5 0.9
H -2.1850 0.3633 -3.3035 -0.5 0.6 0.0
H -0.6376 -0.1668 -1.7014 -0.1 0.3 -0.5
H 1.4293 0.7711 -2.6883 2.0 -0.4 0.8
H 0.6891 -1.0691 4.3352 0.1 -0.8 -0.4
C 1.0842 -0.0115 0.3507 -2.5 2.7 -0.9
H 1.2072 -2.3727 1.5678 -1.1 -1.3 -1.2
H 0.2537 0.5613 -3.9612 0.5 0.4 1.2
C 0.6208 -0.2207 1.7770 2.3 -2.1 -1.4
C 0.5375 -1.9143 3.6197 -0.6 0.8 -1.0
P -0.1601 1.7751 -0.4145 0.7 -2.9 0.6
H -0.6206 -1.9399 3.4323 2.3 -0.6 0.5
H 0.8757 0.6167 2.4124 0.3 0.0 0.3
H 0.8199 -0.7632 -0.4008 0.1 0.0 0.5
N -2.5520 0.3861 0.4393 -0.7 -0.5 0.7
C 0.5132 1.1342 -2.9985 -2.4 -1.2 -3.0
```
Forces are in eV/Å.

Orbital gap (eV): 9.51
HOMO (eV): -9.0
2S+1: 1
E (eV): -19331.846
Relative energy (zero: lowest compared OMol25 entry of this formula, charge and spin) (kJ/mol): 87.3



Record 6
C8H16NP | the ωB97M-V functional and the def2-TZVPD basis

```
26
Properties=species:S:1:pos:R:3:forces:R:3
H 2.8704 -0.2003 2.2549 0.2 0.7 -0.5
C 2.1369 2.0311 -1.6414 1.6 3.2 -0.1
N -0.5850 -0.1481 -0.4724 -0.7 -0.7 -1.9
H -1.0385 -2.0142 -1.1106 -0.7 0.0 -0.2
H -0.2581 2.0044 -0.1796 -1.4 -2.2 -0.1
H -2.1767 0.5132 1.8269 2.4 0.8 -0.8
C 3.0759 -0.2589 1.1656 1.5 -1.4 1.6
H -1.9462 1.5203 -0.4649 -0.3 -0.4 -0.2
C -1.0534 1.1213 0.0101 3.1 2.0 -0.6
C -1.6277 -1.2080 -0.6448 0.5 -1.1 3.0
H 2.6118 3.0470 -1.7870 -0.9 -2.0 0.1
H -2.8304 -0.9863 -2.4124 -0.1 0.3 -0.4
H -3.5586 -1.8646 -1.1595 -0.4 -1.6 0.2
C -1.1486 1.0698 1.4708 -5.4 -0.7 1.2
C -2.9839 -1.0013 -1.3430 2.2 -1.0 -1.1
H -3.6855 -0.2875 -1.0791 -0.6 2.2 0.9
H 1.2562 -1.3793 1.1242 -0.5 -0.7 0.7
H 2.7148 -2.2841 0.4257 0.0 -1.1 -0.3
H -1.8882 -1.6968 0.4222 0.6 1.3 -1.9
C 1.6351 0.9959 -1.3130 0.5 1.2 -0.4
H 2.8694 0.6252 0.6366 -0.4 1.5 -0.2
C 2.2236 -1.3878 0.6834 -1.1 2.6 -2.6
H -1.3721 2.0576 1.7743 0.2 1.2 1.0
H 4.1931 -0.3814 1.0963 -1.1 -0.3 -0.2
P 0.9271 -0.5112 -1.2631 -0.9 -3.3 2.0
H -0.3615 0.6238 1.9799 1.6 -0.6 0.7
```
Forces are in eV/Å.

Orbital gap (eV): 7.79
HOMO (eV): -7.1
2S+1: 1
E (eV): -19329.029
Relative energy (zero: lowest compared OMol25 entry of this formula, charge and spin) (kJ/mol): 359.1



Record 7
C8H16O | the ωB97M-V functional and the def2-TZVPD basis

```
25
Properties=species:S:1:pos:R:3:forces:R:3
H 2.7850 1.0037 -0.7611 -0.4 0.0 0.1
H 2.9847 -0.0485 0.7027 -0.2 0.1 -0.1
H -1.4198 0.6502 2.6949 0.2 0.1 -0.2
H -2.4857 -0.3886 -1.0817 0.2 0.1 -0.1
H -0.3725 -2.1748 0.3885 -0.1 0.1 0.0
C 2.5801 0.0344 -0.3047 -2.1 -2.0 -0.5
C 0.3893 0.7975 0.3922 -6.2 -0.3 1.1
H 0.2967 0.4189 -2.2384 0.0 -0.1 0.0
O 0.8637 0.9356 1.6876 0.4 0.3 -0.3
H -3.0767 0.8969 1.9716 0.0 -0.6 -0.2
H 1.0427 1.8743 1.8359 -0.1 -0.3 0.1
H -2.0437 1.3180 -1.3907 0.0 -0.2 -0.1
C 0.7114 -0.4409 -0.2854 5.8 0.6 -0.6
C -2.3966 0.6068 -0.6370 -0.1 0.2 -0.3
H 0.4450 1.7018 -0.2109 0.2 -0.1 -0.1
H 1.0942 -1.1588 -2.2812 0.0 0.1 0.1
H 1.3390 -2.4614 0.0813 -0.1 0.1 0.0
H -3.4260 0.9024 -0.3903 0.2 0.0 0.2
H 3.0061 -0.7524 -0.9283 0.2 0.1 0.0
C -2.0252 0.6655 1.7927 0.5 0.4 -0.2
C 0.6241 -1.7392 0.4871 0.0 0.2 0.0
H -0.5986 -1.0818 -1.8841 -0.1 0.2 0.0
H 0.8366 -1.5974 1.5471 0.0 0.0 -0.1
C -1.5029 0.5956 0.5646 1.7 1.3 0.9
C 0.3492 -0.5577 -1.7523 0.0 -0.1 0.1
```
Forces are in eV/Å.

Orbital gap (eV): 8.91
HOMO (eV): -8.2
2S+1: 1
E (eV): -10599.875
Relative energy (zero: lowest compared OMol25 entry of this formula, charge and spin) (kJ/mol): 300.7



Q: The lowest E belongs to which entry?
A: C8H16N3O3S



Q: The highest 2S+1 belongs to which entry?
A: C8H16N3O3S



Repeat the third record exactly.
C8H16NO | the ωB97M-V functional and the def2-TZVPD basis

```
26
Properties=species:S:1:pos:R:3:forces:R:3
C 0.7394 1.2791 0.2467 0.1 1.3 -1.9
C -1.5259 0.1513 -0.1322 0.2 2.9 0.9
H -3.1610 1.4235 0.6282 0.4 -2.6 0.5
H 3.3060 -0.0892 1.0770 1.5 0.0 -0.3
N 1.5660 0.0917 0.0181 -2.9 -0.1 -1.2
H 1.4077 -0.0835 -2.1354 -2.1 0.7 -1.1
H 0.6960 1.7028 -0.8679 -0.5 -0.5 2.8
H -1.0019 2.1873 0.8020 -0.7 -1.3 0.2
H -3.5967 -0.2553 -0.0783 -0.2 0.4 0.7
C -0.6571 1.1198 0.8403 1.4 -0.1 -1.8
H -1.4140 -3.1322 -0.8699 -1.3 1.0 -0.2
H -0.6025 0.7170 1.8170 -0.1 -0.2 1.2
H 2.5222 -1.7125 0.5053 0.4 1.4 0.3
C 2.4280 -0.6477 0.8648 -2.1 -1.2 4.0
H -0.1281 -3.1504 0.0365 2.2 -0.1 1.0
C -2.9043 0.2736 0.6044 -0.4 1.4 -3.6
H 0.9898 2.1772 0.8893 1.4 -1.1 -0.4
C -0.7973 -2.4255 -0.3092 -0.9 1.6 -0.2
C -0.9491 -1.1386 -0.1521 0.5 -2.0 -0.7
O -1.4195 0.8112 -1.3770 0.1 -1.0 -0.6
C 2.0567 0.0744 -1.3415 2.3 2.0 1.0
H -2.7830 -0.2743 1.4841 -0.4 -0.3 1.8
H 2.6933 -0.7218 -1.5212 1.5 -1.9 0.4
H -2.1599 1.3943 -1.5534 -0.4 0.0 0.2
H 2.7453 0.9639 -1.4302 -0.9 -0.5 -0.6
H 1.9500 -0.7362 1.9545 0.8 0.1 -2.2
```
Forces are in eV/Å.

Orbital gap (alpha / beta) (eV): 6.73 / 6.69
HOMO (alpha / beta) (eV): -12.5 / -12.5
2S+1: 1
E (eV): -12080.490
Relative energy (zero: lowest compared OMol25 entry of this formula, charge and spin) (kJ/mol): 617.3
Charge: +1



Q: Among the records above, which one has the highest E?
A: C8H16O